(1)
Below is the ion C5H9O with charge -1, with properties calculated with ωB97M-V with the def2-TZVPD basis set.

Geometry as XYZ:
```
15
Properties=species:S:1:pos:R:3:forces:R:3:lowdin_charge:R:1
C 1.450 -1.067 -0.122 -0.111 3.690 0.835 -0.54
O 2.597 -0.907 0.481 1.737 -0.365 0.054 -0.36
C 0.800 0.494 -0.437 -0.166 -2.635 -3.441 -0.19
C -0.696 0.400 -0.923 0.609 0.055 2.797 -0.21
C -1.505 0.315 0.415 -0.702 1.932 -1.543 -0.18
C -2.716 0.818 0.665 0.172 -0.881 1.159 -0.05
H 0.735 -1.416 0.595 -1.647 -0.930 0.481 0.05
H 1.400 -1.656 -1.016 -0.109 -0.631 -1.333 0.05
H 1.105 0.959 0.458 -0.475 0.935 1.153 0.05
H 1.294 1.000 -1.293 0.526 -0.439 0.537 0.07
H -0.878 -0.531 -1.430 0.377 -0.884 -0.219 0.08
H -0.916 1.136 -1.715 -0.591 0.305 0.959 0.09
H -0.969 0.029 1.306 0.434 -0.631 -0.221 0.09
H -3.405 1.254 -0.005 -0.348 0.412 -1.171 0.02
H -3.147 0.721 1.665 0.296 0.069 -0.049 0.03
```
Forces are in eV/Å.

The energy above the lowest of the compared OMol25 structures with the same formula, charge and spin comes out at 1.088 eV. The charge is -1. Its highest occupied orbital energy is -0.0731 hartree. As for the structure (SMILES): C=CCCC[O-].

=====

(2)
Below is the ion C5H9O with charge +1, with properties calculated with ωB97M-V with the def2-TZVPD basis set.

Geometry as XYZ:
```
15
Properties=species:S:1:pos:R:3:forces:R:3:lowdin_charge:R:1
C 0.255 -0.746 0.895 -1.221 1.226 -0.125 -0.12
C 0.768 -0.801 -0.564 2.672 -2.224 3.366 -0.13
C -1.270 -0.315 0.544 2.968 0.824 1.982 -0.02
C 0.120 1.588 -0.238 1.002 -2.281 -0.922 0.07
C 0.351 0.418 -1.146 -1.386 2.014 3.254 -0.03
O -1.114 0.759 -0.456 1.280 -0.213 -0.449 -0.03
H 0.202 -1.669 1.399 -0.009 -1.488 0.105 0.11
H 0.905 -0.159 1.603 -1.156 -0.025 -0.811 0.13
H 1.912 -0.858 -0.472 -1.491 0.009 -0.687 0.19
H 0.352 -1.743 -0.897 0.232 0.099 -1.220 0.14
H -1.707 -1.190 0.095 -0.686 0.234 -0.238 0.14
H -1.768 0.181 1.371 -0.459 -0.469 -0.007 0.15
H 0.656 1.470 0.703 -0.882 0.618 -0.008 0.14
H 0.047 2.526 -0.710 -0.420 1.033 -0.180 0.14
H 0.291 0.539 -2.129 -0.443 0.642 -4.059 0.12
```
Forces are in eV/Å.

The energy above the lowest of the compared OMol25 structures with the same formula, charge and spin comes out at 1.443 eV. The charge is +1. Its highest occupied orbital energy is -0.6014 hartree.

=====

(3)
Below is a cluster of 2 separate species, C5H9O2S in total, with properties calculated with ωB97M-V with the def2-TZVPD basis set.

Geometry as XYZ:
```
17
Properties=species:S:1:pos:R:3:forces:R:3:lowdin_charge:R:1
C 0.192 1.475 1.247 0.388 -2.102 0.951 -0.15
C 1.275 0.637 1.972 1.409 1.186 -1.284 -0.12
C 0.767 0.240 0.505 -0.456 1.748 0.925 -0.32
C 0.110 -1.773 -0.913 -0.183 0.516 -1.963 -0.16
C -0.054 -0.906 0.260 0.088 -0.789 0.073 -0.18
O -1.282 0.359 -3.202 0.224 0.668 0.954 -0.70
O -3.358 0.913 -2.047 -1.418 0.190 0.487 -0.68
S -1.897 1.097 -2.016 1.284 -0.930 -1.346 0.53
H -0.798 1.452 1.669 -0.281 -0.229 -0.178 0.09
H 0.411 2.364 0.707 0.490 0.794 0.192 0.08
H 2.308 1.192 2.072 -1.983 -1.470 -0.170 0.10
H 1.040 -0.089 2.821 0.062 1.273 -1.432 0.10
H 1.209 0.600 -0.431 0.717 -0.209 0.670 0.13
H 0.933 -2.458 -0.813 0.794 -0.624 0.359 0.05
H 0.345 -1.226 -1.884 -0.750 -0.434 1.130 0.08
H -0.777 -2.413 -1.036 0.174 0.357 -0.254 0.07
H -0.423 -1.465 1.089 -0.558 0.055 0.885 0.08
```
Forces are in eV/Å.

The energy above the lowest of the compared OMol25 structures with the same formula, charge and spin comes out at 4.083 eV. The charge is -1. Its highest occupied orbital energy (alpha / beta) is -0.0553 / -0.1323 hartree.

=====

(4)
Below is a cluster of 2 separate species, C5H9O3 in total, with properties calculated with ωB97M-V with the def2-TZVPD basis set.

Geometry as XYZ:
```
17
Properties=species:S:1:pos:R:3:forces:R:3:lowdin_charge:R:1
O 0.076 0.513 1.001 1.605 0.907 0.416 -0.13
C 1.269 0.977 1.020 -0.752 -1.059 -0.789 -0.75
O 2.270 0.473 0.434 -0.568 0.358 0.353 -0.11
C 1.489 2.270 1.804 -0.357 1.149 -1.286 -0.07
H 2.560 2.580 1.715 -0.978 -0.030 0.216 0.06
H 0.756 3.063 1.393 1.296 -1.061 0.589 0.09
H 1.185 2.080 2.815 0.031 0.068 0.712 0.04
C -2.036 -1.293 0.090 1.929 -1.000 0.884 -0.13
C -1.247 -1.474 -1.228 -1.553 -1.499 0.514 -0.16
C -0.061 -1.033 -1.593 1.839 1.833 1.130 -0.21
O 0.356 -1.103 -2.916 -0.406 -0.682 -0.254 -0.05
H -2.532 -2.228 0.463 0.350 0.517 -0.703 0.06
H -1.396 -0.937 0.945 -0.513 -0.196 -1.136 0.05
H -2.789 -0.562 -0.072 -0.837 0.706 -0.097 0.04
H -1.779 -2.146 -1.931 0.208 0.730 -0.068 0.09
H 0.670 -0.495 -0.887 -1.336 -0.777 -1.034 0.11
H 1.208 -0.685 -3.052 0.044 0.036 0.552 0.08
```
Forces are in eV/Å.

The energy above the lowest of the compared OMol25 structures with the same formula, charge and spin comes out at 1.313 eV. The charge is -1. Its highest occupied orbital energy is -0.1590 hartree.

=====

(5)
Below is the ion C5H9O3 with charge +1, with properties calculated with ωB97M-V with the def2-TZVPD basis set.

Geometry as XYZ:
```
17
Properties=species:S:1:pos:R:3:forces:R:3:lowdin_charge:R:1
C 0.382 0.665 -0.738 1.448 0.572 -0.515 -0.28
C -0.925 -0.789 1.352 1.305 1.286 -0.117 -0.13
C -1.701 0.097 0.313 1.812 -4.877 0.330 -0.02
C 1.093 -1.477 0.445 -0.605 -0.589 2.842 -0.11
C 0.995 1.709 -1.673 -0.628 -2.847 0.389 0.11
O 1.113 -0.326 -0.390 -0.453 1.273 -1.572 0.14
O -0.182 -1.889 0.879 1.288 0.358 -1.969 -0.05
O -0.830 0.957 -0.442 0.063 -1.176 -0.574 0.12
H -0.170 -0.179 1.903 -0.942 0.085 0.122 0.15
H -1.624 -1.236 2.010 -0.920 0.001 0.797 0.13
H -2.423 -0.646 -0.162 1.231 1.478 -0.759 0.18
H -2.221 0.742 0.864 -2.364 2.581 2.095 0.09
H 1.741 -1.139 1.294 -0.694 -0.198 -0.313 0.17
H 1.638 -2.268 -0.037 -0.315 -0.266 -0.632 0.16
H 0.318 1.536 -2.506 0.451 0.448 -0.787 0.12
H 0.738 2.610 -1.241 -0.438 2.223 0.694 0.08
H 2.060 1.633 -1.873 -0.240 -0.352 -0.032 0.12
```
Forces are in eV/Å.

The energy above the lowest of the compared OMol25 structures with the same formula, charge and spin comes out at 0.000 eV. The charge is +1. Its highest occupied orbital energy is -0.5593 hartree.

=====

(6)
Below is a structure of composition C5H9O3Y, with properties calculated with ωB97M-V with the def2-TZVPD basis set.

Geometry as XYZ:
```
18
Properties=species:S:1:pos:R:3:forces:R:3:lowdin_spin:R:1
O 0.342 0.239 -2.262 -1.062 -0.144 -2.250 0.06
C 0.141 0.056 -1.052 -2.540 3.955 3.980 0.01
O 1.183 0.126 -0.269 1.000 -1.877 -0.441 0.00
C 1.241 -0.537 1.017 -0.437 -0.077 0.355 0.00
C -1.414 0.315 -0.125 2.479 -0.228 -2.584 0.01
H -1.500 -0.169 0.862 0.405 0.552 -0.316 0.00
C -2.387 1.439 -0.398 0.463 0.177 0.289 0.01
H -2.468 2.102 0.476 0.001 -0.296 -0.163 0.00
H -2.043 2.092 -1.214 -0.184 -0.341 -0.019 0.00
H -3.395 1.042 -0.609 0.274 0.026 -0.015 0.00
C 2.677 -0.914 1.278 0.235 -0.094 0.128 0.00
H 0.594 -1.423 0.982 0.159 0.190 0.021 0.00
H 0.852 0.144 1.780 0.059 0.023 -0.173 0.00
H 2.989 -1.753 0.642 -0.048 0.266 0.136 0.00
H 2.772 -1.219 2.329 0.026 0.043 -0.273 0.00
H 3.346 -0.062 1.102 -0.211 -0.218 0.067 0.00
Y -1.504 -0.719 -3.436 1.572 0.763 3.712 0.84
O -1.426 -0.756 -1.105 -2.191 -2.722 -2.452 0.06
```
Forces are in eV/Å.

The energy above the lowest of the compared OMol25 structures with the same formula, charge and spin comes out at 3.497 eV. The expectation value of S² is 0.751. The charge is +1. As for the multiplicity: 2. Its highest occupied orbital energy (alpha / beta) is -0.4140 / -0.4293 hartree.

=====

(7)
Below is a cluster of 2 separate species, C5H9O4S in total, with properties calculated with ωB97M-V with the def2-TZVPD basis set.

Geometry as XYZ:
```
19
Properties=species:S:1:pos:R:3:forces:R:3:lowdin_charge:R:1
C -1.131 2.500 0.229 -0.469 0.637 0.215 -0.15
C -0.461 1.819 -0.651 1.365 -3.312 0.795 -0.03
C -1.657 -1.625 -0.053 0.194 0.132 0.003 -0.09
C -0.178 -1.454 -0.427 -0.261 -0.097 0.029 -0.23
C 0.495 -0.308 0.237 -0.569 2.728 -0.424 -0.39
O 2.396 0.659 -1.411 -0.243 -0.093 0.236 -0.36
O 2.798 -1.411 -0.187 -0.267 0.267 0.135 -0.36
O 2.661 0.714 1.038 -0.164 -0.122 -0.251 -0.36
O 0.371 -0.121 1.559 -0.224 -0.378 -0.349 -0.02
S 2.245 -0.056 -0.158 1.025 -0.038 -0.685 0.45
H -1.597 3.470 0.034 0.084 0.003 -0.073 0.02
H -1.262 2.134 1.239 0.032 -0.194 0.286 0.02
H -0.195 1.982 -1.673 0.002 0.349 -0.418 0.01
H -1.930 -0.893 0.702 -0.122 0.027 0.072 0.06
H -2.301 -1.477 -0.916 -0.080 0.037 -0.036 0.06
H -1.845 -2.619 0.350 -0.062 -0.036 0.012 0.06
H 0.393 -2.346 -0.142 0.040 0.091 -0.036 0.11
H -0.045 -1.326 -1.502 0.036 -0.040 0.041 0.12
H 1.244 0.359 1.732 -0.317 0.038 0.448 0.07
```
Forces are in eV/Å.

The energy above the lowest of the compared OMol25 structures with the same formula, charge and spin comes out at 2.175 eV. The charge is -1. Its highest occupied orbital energy (alpha / beta) is -0.1461 / -0.1464 hartree.

=====

(8)
Below is the ion C5H9O4S2 with charge -1, with properties calculated with ωB97M-V with the def2-TZVPD basis set.

Geometry as XYZ:
```
20
Properties=species:S:1:pos:R:3:forces:R:3:lowdin_charge:R:1
C -1.008 1.470 0.076 0.912 1.043 2.665 -0.73
C 2.102 0.170 -0.240 2.706 3.167 -0.590 -0.16
C -1.031 -0.426 -1.656 0.659 0.023 2.294 -0.11
C 1.533 -0.263 1.072 -0.869 0.442 -0.487 -0.30
C -1.423 0.000 -0.244 1.798 -0.163 0.361 -0.70
O -1.530 1.954 1.142 -0.609 -0.404 -0.995 -0.12
O -0.085 2.027 -0.515 -0.249 -0.235 -1.264 -0.03
O -0.498 -1.537 2.149 -0.544 0.414 0.588 -0.38
O 0.321 -2.372 0.001 -0.457 1.296 0.110 -0.40
S -3.049 -0.217 0.410 0.009 -0.789 -0.601 0.75
S -0.027 -1.193 0.831 0.808 -1.275 -0.490 0.72
H 3.242 0.536 -0.203 -2.144 -1.191 0.363 0.11
H 2.056 -0.639 -0.920 0.069 -0.716 -0.903 0.04
H 1.629 1.120 -0.667 0.189 -1.779 0.654 0.07
H -1.003 -1.494 -1.635 -0.133 -0.719 -0.643 0.05
H -0.027 -0.027 -1.863 -0.643 0.011 -0.221 0.08
H -1.823 -0.012 -2.188 -1.024 0.539 -1.881 0.06
H 1.196 0.515 1.684 -0.884 1.974 0.449 0.07
H 2.222 -0.651 1.791 0.361 -1.716 -0.002 0.09
H -2.798 1.038 0.976 0.043 0.078 0.594 -0.09
```
Forces are in eV/Å.

The energy above the lowest of the compared OMol25 structures with the same formula, charge and spin comes out at 0.760 eV. The charge is -1. Its highest occupied orbital energy is -0.1894 hartree. As for the structure (SMILES): CCS(=O)(=O)[C@@](C)(S)C(=O)[O-].

=====

(9)
Below is the molecule C5H9P, with properties calculated with ωB97M-V with the def2-TZVPD basis set.

Geometry as XYZ:
```
15
Properties=species:S:1:pos:R:3:forces:R:3:lowdin_charge:R:1
C -1.724 0.841 -0.976 -0.293 0.269 1.193 -0.03
C -2.146 1.167 0.207 0.513 -0.342 -1.085 -0.04
C -0.837 0.418 0.169 0.118 0.086 0.071 -0.69
C -0.819 -1.044 0.585 0.038 0.144 -0.003 -0.11
C 1.894 0.451 -0.611 -0.124 0.145 0.161 -0.36
P 0.707 1.404 0.448 -0.162 -0.153 -0.361 0.87
H -1.853 0.822 -2.030 -0.078 0.001 -0.474 0.09
H -2.874 1.612 0.839 -0.343 0.208 0.274 0.09
H -0.431 -1.148 1.598 0.018 -0.081 0.046 0.06
H -0.197 -1.637 -0.084 0.071 -0.089 -0.007 0.06
H -1.829 -1.451 0.558 -0.050 -0.059 -0.023 0.07
H 1.620 0.593 -1.656 0.040 -0.015 -0.036 0.03
H 1.895 -0.609 -0.372 0.055 -0.043 -0.072 0.02
H 2.892 0.858 -0.457 0.063 -0.042 -0.061 0.02
H 1.059 0.761 1.643 0.134 -0.030 0.377 -0.08
```
Forces are in eV/Å.

The energy above the lowest of the compared OMol25 structures with the same formula, charge and spin comes out at 1.541 eV. Its highest occupied orbital energy is -0.3203 hartree. As for the structure (SMILES): CPC1(C)C=C1.

=====

(10)
Below is the molecule C5H9P, with properties calculated with ωB97M-V with the def2-TZVPD basis set.

Geometry as XYZ:
```
15
Properties=species:S:1:pos:R:3:forces:R:3:lowdin_charge:R:1
C 0.659 -0.232 0.000 -1.353 1.464 0.692 -0.30
C 1.756 0.478 0.233 -2.190 -0.070 0.996 -0.25
C -2.619 0.522 0.461 0.817 -1.532 -0.503 -0.41
C 3.125 0.085 -0.101 0.039 -0.230 1.219 -0.09
C -3.398 -0.583 -0.264 5.024 -0.785 -2.760 -0.27
P -0.977 0.480 0.546 0.985 1.377 0.745 0.87
H 0.610 -1.148 -0.458 0.187 -2.191 -1.211 0.03
H 1.434 1.346 0.836 1.367 0.194 -0.417 0.07
H 3.328 0.312 -1.074 0.459 1.549 -2.964 0.04
H 3.849 0.648 0.479 0.288 -0.669 0.316 0.09
H 3.247 -0.986 -0.251 0.160 -0.321 1.257 0.09
H -4.355 -0.562 0.028 -3.653 -0.060 0.785 -0.02
H -2.984 -1.696 -0.223 -0.750 2.283 0.163 0.10
H -3.278 -0.292 -1.397 -0.680 -0.570 1.939 0.10
H -0.397 1.628 1.185 -0.699 -0.439 -0.259 -0.03
```
Forces are in eV/Å.

The energy above the lowest of the compared OMol25 structures with the same formula, charge and spin comes out at 3.872 eV. Its highest occupied orbital energy is -0.3020 hartree. As for the structure (SMILES): CC#[PH]/C=C/C.

=====

(11)
Below is the molecule C5HI3N2, with properties calculated with ωB97M-V with the def2-TZVPD basis set.

Geometry as XYZ:
```
11
Properties=species:S:1:pos:R:3:forces:R:3:lowdin_charge:R:1
C -0.287 3.570 -0.031 0.875 -2.081 -0.379 -0.27
C -0.089 2.222 -0.151 -2.568 -0.578 0.481 -0.05
C -2.402 0.777 0.094 2.366 1.453 -0.566 -0.76
C 0.484 1.071 -0.133 1.534 0.556 0.106 -0.75
C -1.546 -0.164 -0.095 0.446 -1.695 0.403 -0.80
N -0.457 4.698 -0.050 -0.452 2.077 0.192 0.16
N -0.140 -0.132 -0.113 -1.190 -0.734 -0.186 -0.12
I -4.186 1.568 0.012 -0.424 0.103 0.081 1.00
I 2.651 0.788 0.005 -0.755 0.211 -0.142 0.79
I -2.172 -2.287 -0.009 0.111 0.906 -0.150 0.76
H 0.339 -0.924 -0.505 0.059 -0.219 0.160 0.06
```
Forces are in eV/Å.

Its highest occupied orbital energy is -0.3043 hartree.

=====

(12)
Below is a structure of composition C5HInO3, with properties calculated with ωB97M-V with the def2-TZVPD basis set.

Geometry as XYZ:
```
10
Properties=species:S:1:pos:R:3:forces:R:3:lowdin_charge:R:1
O 0.700 -1.728 0.015 2.664 -1.184 2.272 -0.24
O -0.677 0.663 -2.583 -0.669 3.388 1.928 -0.35
C 1.040 -1.116 1.107 -1.086 -1.733 -0.180 -0.07
O 0.397 0.131 3.105 -0.167 -0.270 -0.638 0.04
C 0.205 -0.184 1.781 1.546 1.977 -0.566 -0.35
C 0.007 0.737 0.792 -2.218 0.367 0.591 -0.02
C -0.428 1.320 -0.271 0.677 -0.265 -1.151 -0.15
C -0.807 1.704 -1.520 0.510 -1.660 -1.133 -0.10
H 0.997 -0.545 3.452 -0.018 -0.050 0.120 0.10
In -0.325 -0.779 -1.322 -1.239 -0.570 -1.242 1.14
```
Forces are in eV/Å.

The energy above the lowest of the compared OMol25 structures with the same formula, charge and spin comes out at 0.399 eV. Its highest occupied orbital energy is -0.3044 hartree.

=====

Maximum force for every record listed, in sequence, given in Eh/bohr: 0.084, 0.094, 0.048, 0.055, 0.101, 0.120, 0.071, 0.082, 0.024, 0.113, 0.055, 0.077.